No. 1
Computed, not measured: a gas-phase ion, C2H6N3 (charge +1) in a non-equilibrium geometry, with wB97M-V/def2-TZVPD.

```
11
Properties=species:S:1:pos:R:3:forces:R:3
C 0.211634 0.708151 -0.155407 -0.761 -2.003 1.369
C -2.215930 0.369751 -0.028169 3.831 2.910 2.302
N 0.593446 1.812920 0.143182 -1.388 0.890 -0.624
N -0.993616 0.088646 -0.261168 -0.799 -0.461 -1.414
N 1.158372 -0.640273 -0.210433 0.117 -0.787 -0.989
H -2.889399 -0.266683 -0.396985 -2.827 -2.331 -1.433
H -2.511883 1.197535 0.626475 -0.061 -0.024 -0.250
H 1.428416 2.287972 -0.043164 1.650 0.334 0.102
H 2.093646 -0.669154 -0.617009 0.296 0.824 0.267
H 0.671056 -1.377163 -0.759340 -0.181 0.701 0.562
H 1.209712 -0.968754 0.752398 0.123 -0.053 0.106
```
Forces are in eV/Å.

Summary:
Maximum force, eV/A: 5.33
LUMO energy, eV: -4.9282
Highest occupied orbital energy, Ha: -0.5469
SMILES string: [H]/N=C(\[NH3+])N=C
2S+1: 1
Net charge: +1
HOMO-LUMO gap, eV: 9.95

No. 2
Computed, not measured: 2 unconnected molecules or ions with the total composition C2H6N3 in a non-equilibrium geometry, with wB97M-V/def2-TZVPD.

```
11
Properties=species:S:1:pos:R:3:forces:R:3
C -0.252107 0.031283 -1.748542 -0.742 2.019 0.294
C -0.186515 -0.654195 -0.392888 1.443 -0.661 -1.825
N 0.904983 -0.573363 -1.129094 -1.686 -0.310 2.085
N -0.065306 0.988041 1.898336 3.986 6.781 2.847
N -0.484187 -0.111898 1.538499 -2.989 -4.598 -3.515
H -0.706822 -0.409237 -2.585939 -0.496 -1.404 -0.735
H -0.332679 1.115008 -1.910300 0.492 -0.164 0.873
H 1.895537 -0.593504 -1.128433 0.929 0.057 -0.157
H 0.865366 1.115396 2.378657 -1.107 -1.142 -0.475
H -1.465399 0.192134 1.174061 1.290 -2.581 1.119
H -0.172872 -1.099667 1.905643 -1.122 2.003 -0.510
```
Forces are in eV/Å.

Summary:
Maximum force, eV/A: 8.37
LUMO energy (alpha / beta), eV: -4.4597 / -7.6042
Highest occupied orbital energy (alpha / beta), Ha: -0.4558 / -0.5643
2S+1: 3
Net charge: +1
HOMO-LUMO gap (alpha / beta), eV: 7.94 / 7.75

No. 3
Computed, not measured: 2 unconnected molecules or ions with the total composition C2H6N3O in a non-equilibrium geometry, with wB97M-V/def2-TZVPD.

```
12
Properties=species:S:1:pos:R:3:forces:R:3
C 2.282378 -0.104168 -0.077534 0.398 1.031 0.366
C -1.645069 1.084521 -0.097398 -0.339 -0.157 -0.850
N 2.873087 0.889255 0.129384 0.187 0.243 0.029
N -1.131750 0.223004 0.649766 0.361 0.061 1.316
N -1.027076 -1.122401 0.186622 0.329 -0.472 -0.493
O 1.563895 -1.023071 -0.149691 -0.432 -1.333 -0.338
H -1.701283 2.092647 0.276660 0.052 0.194 0.154
H -2.035274 0.882458 -1.094362 -0.065 -0.064 -0.084
H 3.665150 1.435613 -0.126395 0.244 0.067 -0.098
H -1.339798 -1.748935 0.945109 -0.004 0.309 -0.358
H 0.031786 -1.276672 0.049526 -0.887 0.100 -0.001
H -1.536051 -1.332253 -0.691686 0.155 0.021 0.359
```
Forces are in eV/Å.

Summary:
Maximum force, eV/A: 1.44
LUMO energy, eV: -3.5682
Highest occupied orbital energy, Ha: -0.5710
2S+1: 1
Net charge: +1
HOMO-LUMO gap, eV: 11.97

No. 4
Computed, not measured: a gas-phase ion, C2H6N3O (charge +1) in a non-equilibrium geometry, with wB97M-V/def2-TZVPD.

```
12
Properties=species:S:1:pos:R:3:forces:R:3
C 0.479490 0.749983 0.365040 0.583 -0.756 0.271
C 1.045540 0.244349 -0.941518 -2.223 2.127 -0.159
N 0.944194 1.739228 0.918988 0.728 0.980 -0.135
N -0.473197 -0.199608 0.846867 -0.988 -0.382 -0.299
N -0.722719 -1.083749 -0.226615 1.178 -5.180 1.498
O 0.360919 -1.051315 -1.129242 0.425 0.814 -0.314
H 0.706145 1.084482 -1.643768 0.291 -1.730 0.133
H 2.130522 0.293322 -0.923570 -0.016 -1.174 -0.055
H 0.644691 2.024488 1.825902 -0.536 0.129 0.651
H -1.392788 0.078189 1.193136 0.507 0.568 0.259
H -0.767625 -2.202424 0.139415 0.739 3.398 -0.829
H -1.628186 -1.062892 -0.661895 -0.688 1.205 -1.021
```
Forces are in eV/Å.

Summary:
Maximum force, eV/A: 5.52
LUMO energy, eV: -4.2790
Highest occupied orbital energy, Ha: -0.5491
SMILES string: [H]/N=C1/CO[NH2+]N1
2S+1: 1
Net charge: +1
HOMO-LUMO gap, eV: 10.66

No. 5
Computed, not measured: a gas-phase ion, C2H6N3S (charge +1) in a non-equilibrium geometry, with wB97M-V/def2-TZVPD.

```
12
Properties=species:S:1:pos:R:3:forces:R:3
C 0.672346 -0.208498 -0.164571 1.093 1.189 -0.211
C 0.712828 0.325526 1.257264 -0.531 0.498 0.649
N -0.993483 2.247674 0.226149 -0.858 0.355 -1.511
N -0.339519 -1.155950 -0.354290 -2.006 -0.746 -1.154
N -1.108777 -1.068264 -1.336928 1.218 0.166 1.194
S -0.362198 1.917625 1.485181 1.049 -0.986 0.974
H 0.662077 0.609636 -0.899636 -0.076 -0.123 0.010
H 1.602051 -0.792439 -0.273557 -0.170 -0.067 -0.118
H 0.319413 -0.387310 1.981441 0.111 -0.107 0.031
H 1.717802 0.619645 1.556578 0.089 -0.172 -0.106
H -1.061544 -0.318890 -2.041882 0.086 0.086 0.218
H -1.820995 -1.788755 -1.435749 -0.007 -0.093 0.024
```
Forces are in eV/Å.

Summary:
Maximum force, eV/A: 2.43
LUMO energy, eV: -6.4908
Highest occupied orbital energy, Ha: -0.4797
2S+1: 1
Net charge: +1
HOMO-LUMO gap, eV: 6.56

No. 6
Computed, not measured: 2 unconnected molecules or ions with the total composition C2H6N3S2 in a non-equilibrium geometry, with wB97M-V/def2-TZVPD.

```
13
Properties=species:S:1:pos:R:3:forces:R:3
C -0.191352 -0.273399 0.725691 0.364 -0.307 -1.063
C -0.267159 0.875412 -0.182132 -3.040 0.845 1.559
N -2.408814 -0.086374 -1.377617 2.080 1.326 0.143
N -3.144104 -0.905165 -1.511279 1.234 2.088 0.354
N 0.492670 0.912582 -1.183280 -0.487 1.999 -0.232
S -4.296327 -1.815630 -1.636637 -3.509 -3.484 -0.556
S 0.452113 -1.779722 -0.053478 -0.054 -0.733 0.538
H 0.438930 0.189396 1.469859 0.416 -0.404 1.022
H -1.143225 -0.518870 1.096893 -1.129 0.104 0.856
H -1.083109 1.680543 0.137661 2.412 -1.244 -1.100
H 0.976981 0.105414 -1.437684 1.202 -1.644 -0.569
H 0.573835 1.709091 -1.774548 -0.074 0.635 -0.584
H -0.466335 -2.669348 0.468371 0.585 0.819 -0.367
```
Forces are in eV/Å.

Summary:
Maximum force, eV/A: 4.98
LUMO energy, eV: -4.5764
Highest occupied orbital energy, Ha: -0.4913
2S+1: 1
Net charge: +1
HOMO-LUMO gap, eV: 8.79

No. 7
Computed, not measured: a molecular structure, C2H6N4 in a non-equilibrium geometry, with wB97M-V/def2-TZVPD.

```
12
Properties=species:S:1:pos:R:3:forces:R:3
C -0.984250 0.445724 -0.051137 -1.073 -2.257 -1.275
C 2.537654 0.107661 -0.058861 0.844 2.113 1.245
H -2.412165 -0.943530 1.086477 2.358 1.012 -5.058
H -1.743522 -1.383342 -0.657154 0.524 -2.035 -0.856
H -2.373857 1.514157 -0.209411 -0.361 0.608 0.494
H 0.411096 -1.103267 0.475435 -0.962 3.298 -3.845
H 3.508874 0.725029 0.198484 -2.184 -1.346 -0.303
H 2.659107 -0.928463 -0.338222 -0.042 -0.267 -0.514
N -1.913505 -0.669258 -0.030920 -2.750 1.889 5.924
N -1.373145 1.635583 -0.099334 0.468 0.274 0.078
N 0.275892 -0.080203 -0.435175 2.702 -3.359 6.119
N 1.407817 0.679913 0.119814 0.477 0.070 -2.009
```
Forces are in eV/Å.

Summary:
Maximum force, eV/A: 7.48
LUMO energy, eV: 0.3304
Highest occupied orbital energy, Ha: -0.3526
2S+1: 1
HOMO-LUMO gap, eV: 9.92

No. 8
Computed, not measured: C2H6N4 in the gas phase in a non-equilibrium geometry, with wB97M-V/def2-TZVPD.

```
12
Properties=species:S:1:pos:R:3:forces:R:3
C 0.486792 0.805910 0.084244 1.110 0.683 -0.803
C -0.978373 1.098692 0.048304 -0.367 -1.293 -1.450
H 2.826376 0.610083 0.038692 0.209 -1.476 0.306
H 2.799997 -0.970085 0.843946 -0.981 1.611 -2.348
H 0.988716 1.883226 0.268287 -0.061 -2.630 -0.164
H -1.283561 2.185954 -0.084611 0.335 -1.729 0.307
H -2.438361 -1.935256 0.116626 2.715 3.969 -0.380
H -0.672505 -1.578293 0.043903 -0.868 1.792 -0.066
N 2.536532 -0.399924 -0.062038 -0.170 0.921 1.329
N 1.106089 -0.339263 -0.217257 -1.294 2.052 2.220
N -1.929577 0.176851 -0.080590 1.445 0.645 1.108
N -1.608926 -1.098128 0.071009 -2.072 -4.545 -0.059
```
Forces are in eV/Å.

Summary:
Maximum force, eV/A: 5.00
LUMO energy, eV: 0.3297
Highest occupied orbital energy, Ha: -0.3065
SMILES string: N/N=C\C=N\N
2S+1: 1
HOMO-LUMO gap, eV: 8.67

No. 9
Computed, not measured: 2 unconnected molecules or ions with the total composition C2H6N4 in a non-equilibrium geometry, with wB97M-V/def2-TZVPD.

```
12
Properties=species:S:1:pos:R:3:forces:R:3
C 1.483575 -0.818294 0.530165 2.109 1.488 -1.803
C -1.737672 -0.703922 -0.131810 -0.432 2.098 -0.680
N -0.837474 1.400745 0.556686 -0.328 1.549 -0.910
N 2.931780 0.589688 -0.731233 3.767 0.599 -1.916
N 2.305279 -0.079067 0.018523 -4.860 -2.234 2.501
N -0.973106 0.193443 0.702542 -0.146 -1.484 -0.152
H 1.129684 -1.045279 1.497747 0.303 -0.150 0.762
H -1.235579 -1.544412 -0.421336 1.986 -2.262 -0.399
H -1.909700 -0.187186 -1.135294 -0.488 -0.426 1.455
H -2.567483 -1.061092 0.427794 -1.360 0.103 -0.014
H -1.304004 1.719366 -0.318392 0.512 0.585 0.693
H 2.714698 1.536008 -0.995393 -1.062 0.135 0.463
```
Forces are in eV/Å.

Summary:
Maximum force, eV/A: 5.90
LUMO energy (alpha / beta), eV: 0.9888 / -1.5207
Highest occupied orbital energy (alpha / beta), Ha: -0.2465 / -0.3165
2S+1: 3
HOMO-LUMO gap (alpha / beta), eV: 7.70 / 7.09

No. 10
Computed, not measured: a molecular structure, C2H6N4O in a non-equilibrium geometry, with wB97M-V/def2-TZVPD.

```
13
Properties=species:S:1:pos:R:3:forces:R:3
C -0.382837 -0.264075 -0.838268 -5.844 -0.242 0.292
C 0.942277 -0.813728 1.118955 -5.694 1.073 -0.350
H -0.918868 2.817504 -0.848173 2.191 -2.751 -2.704
H -0.512087 1.701941 -2.926313 2.315 2.211 4.079
H -1.146892 -0.981065 -0.398421 1.350 0.027 -1.112
H 1.383707 0.459679 -0.457131 0.974 0.617 -0.008
H 0.002235 -2.418370 2.374653 -1.347 5.903 -1.305
H -0.852729 -0.449739 2.215003 -0.541 -0.129 0.525
N -0.041177 1.729478 -1.739500 -4.641 1.631 -3.796
N -0.923627 0.551102 -1.715116 2.153 -1.375 2.659
N 0.648788 -0.059264 -0.042114 0.787 0.100 1.039
N -0.227319 -1.162560 1.911299 3.656 -5.423 -0.694
O 2.028528 -1.110902 1.345128 4.641 -1.640 1.377
```
Forces are in eV/Å.

Summary:
Maximum force, eV/A: 6.58
LUMO energy, eV: -0.1965
Highest occupied orbital energy, Ha: -0.3246
2S+1: 1
HOMO-LUMO gap, eV: 8.64

No. 11
Computed, not measured: a molecular structure, C2H6N4O2 in a non-equilibrium geometry, with wB97M-V/def2-TZVPD.

```
14
Properties=species:S:1:pos:R:3:forces:R:3
C 1.189418 -0.988460 -0.246588 4.254 0.823 2.888
C -1.463340 -0.674620 -0.142155 -4.586 -0.540 -0.244
H 0.653383 1.674527 1.022818 1.176 -0.638 -3.510
H 1.251290 2.013086 -0.677336 -0.681 2.087 0.277
H 2.786090 0.292704 0.074646 -4.295 0.237 -1.405
H -0.305463 -2.315358 0.006966 0.347 -0.378 0.047
H -1.125213 1.202018 0.474279 -2.409 -0.619 -2.225
H -3.086805 0.818082 0.310443 5.307 -0.850 -2.131
N 0.760204 1.381993 -0.085019 1.274 -0.359 2.488
N 1.676851 0.321323 -0.338684 1.276 -0.683 1.403
N -0.098239 -1.331724 -0.002959 -4.258 1.794 -1.041
N -1.846817 0.711312 -0.206488 -0.096 1.162 4.507
O 2.132127 -1.750968 0.000839 -1.558 -1.254 -1.190
O -2.523491 -1.353919 -0.190764 4.248 -0.782 0.137
```
Forces are in eV/Å.

Summary:
Maximum force, eV/A: 5.78
LUMO energy, eV: 0.2784
Highest occupied orbital energy, Ha: -0.3618
2S+1: 1
HOMO-LUMO gap, eV: 10.12

No. 12
Computed, not measured: a molecular structure, C2H6N4O2 in a non-equilibrium geometry, with wB97M-V/def2-TZVPD.

```
14
Properties=species:S:1:pos:R:3:forces:R:3
C 1.035275 -0.155946 -0.374341 1.383 -2.664 3.715
C -1.431500 -0.330093 -0.203092 -6.489 -2.822 -0.571
H 3.110596 -0.570874 0.523552 -3.203 -1.029 -0.945
H 1.722829 -1.916327 0.429721 1.812 2.555 0.404
H 2.456516 1.053257 -0.386349 -4.491 0.250 -2.732
H -2.945385 -2.127684 -0.181776 2.211 4.954 0.240
H -2.398809 1.551760 -0.119792 2.811 -2.331 -0.506
H 0.063535 1.930201 0.430090 -1.816 -2.444 2.047
N 2.066029 -0.878603 0.391731 -2.160 -2.061 -0.743
N 1.249810 0.954628 -0.882242 4.394 1.538 0.964
N -2.671603 -0.873649 -0.110611 2.291 -3.077 -0.689
N -1.421283 1.015967 -0.291386 -1.790 2.802 1.669
O -0.236786 -0.868586 -0.111098 3.485 -1.099 -1.482
O -0.599225 1.215944 0.885593 1.564 5.425 -1.371
```
Forces are in eV/Å.

Summary:
Maximum force, eV/A: 7.10
LUMO energy, eV: 0.1827
Highest occupied orbital energy, Ha: -0.3407
2S+1: 1
HOMO-LUMO gap, eV: 9.45

Relative energy (zero: lowest compared OMol25 entry of this formula, charge and spin) values, unit kJ/mol, following the record order: 250.25; 527.85; 231.75; 524.92; 430.65; 234.37; 504.62; 425.30; 208.53; 773.20; 373.77; 656.15.
Total energy values, unit eV, following the record order: -6632.4931; -6625.8317; -8680.8153; -8677.7768; -17465.6747; -28303.1847; -8126.8628; -8127.6849; -8123.5708; -10172.0480; -12222.7782; -12219.8516.